No. 1
Below is a molecular structure, C38H30CeN9O4 at a distorted geometry, with properties calculated with wB97M-V/def2-TZVPD.

```
82
Properties=species:S:1:pos:R:3
Ce 0.37 0.42 0.19
C -3.81 2.71 -1.45
C -2.49 2.38 -1.32
N -2.07 1.27 -0.68
C -3.05 0.43 -0.26
C -4.42 0.73 -0.52
N -4.79 1.88 -1.04
C -2.65 -0.83 0.46
C -3.42 -1.97 0.29
C -3.07 -3.07 1.03
C -1.91 -2.99 1.89
C -1.24 -1.78 1.99
N -1.62 -0.68 1.29
C -0.13 -1.54 2.98
C 0.03 -2.33 4.15
N 0.93 -2.13 5.06
C 1.75 -1.09 4.84
C 1.66 -0.27 3.71
N 0.71 -0.51 2.81
C -3.84 -4.32 0.86
C -5.23 -4.38 0.77
C -5.81 -5.59 0.40
N -5.11 -6.69 0.15
C -3.79 -6.68 0.44
C -3.11 -5.53 0.84
H -4.08 3.65 -1.82
H -1.73 3.04 -1.72
H -5.18 0.10 -0.15
H -4.21 -1.99 -0.48
H -1.61 -3.80 2.49
H -0.63 -3.20 4.33
H 2.55 -0.93 5.54
H 2.40 0.47 3.48
H -5.82 -3.47 0.96
H -6.86 -5.67 0.30
H -3.37 -7.64 0.23
H -2.03 -5.54 0.94
O 2.65 0.12 0.35
N 3.28 -0.99 0.10
N 2.47 -1.91 -0.16
O 1.19 -1.71 -0.28
C 3.02 -3.16 -0.56
C 2.54 -3.77 -1.72
C 3.21 -4.82 -2.24
C 4.20 -5.49 -1.44
C 4.57 -4.94 -0.24
C 4.02 -3.73 0.20
H 1.75 -3.24 -2.25
H 2.86 -5.28 -3.16
H 4.66 -6.43 -1.73
H 5.30 -5.37 0.41
H 4.33 -3.30 1.16
C 0.01 5.28 -5.15
O 0.41 5.07 -3.78
C 0.66 3.78 -3.38
C 0.34 2.61 -4.01
C 0.89 1.39 -3.54
C 1.68 1.37 -2.40
C 1.91 2.52 -1.68
C 1.42 3.70 -2.20
N 1.75 4.95 -1.64
C 1.98 5.32 -0.40
C 1.74 4.83 0.89
C 2.13 5.84 1.84
C 1.90 5.75 3.20
C 1.32 4.55 3.67
C 0.96 3.55 2.82
C 1.11 3.66 1.44
O 0.69 2.62 0.70
H 0.85 4.96 -5.78
H -0.13 6.38 -5.26
H -0.95 4.86 -5.41
H -0.22 2.67 -4.94
H 0.65 0.53 -4.16
H 2.12 0.45 -2.04
H 2.52 2.50 -0.80
H 1.96 5.65 -2.32
H 2.47 6.30 -0.33
H 2.65 6.73 1.49
H 2.16 6.58 3.84
H 1.16 4.47 4.70
H 0.46 2.65 3.20
```

Computed properties:
HOMO level (spin up / spin down) (Eh): -0.497 / -0.498
Total charge: +2
Expectation value of S²: 0.751
Multiplicity: 2
LUMO energy (spin up / spin down) (eV): -5.99 / -5.98

=====

No. 2
Below is a molecular structure, C38H30Cl4InN3O3PS2, with properties calculated with wB97M-V/def2-TZVPD.

```
82
Properties=species:S:1:pos:R:3
In 1.41 2.15 -0.10
Cl 0.67 4.30 -6.60
C 0.80 3.28 -5.21
C 0.92 1.91 -5.35
Cl 0.97 1.20 -6.93
C 1.01 1.10 -4.21
Cl 1.21 -0.61 -4.38
C 0.97 1.64 -2.94
O 1.00 0.90 -1.83
C 0.88 3.06 -2.78
O 0.88 3.56 -1.58
C 0.78 3.85 -3.93
Cl 0.64 5.56 -3.71
C 5.40 4.02 0.75
C 4.01 3.47 1.01
S 3.79 1.80 0.45
C 3.05 4.22 1.58
C 3.29 5.64 2.00
S 1.39 3.68 1.87
H 5.98 3.31 0.17
H 5.94 4.21 1.68
H 5.36 4.95 0.19
H 4.34 5.92 1.97
H 2.92 5.80 3.02
H 2.72 6.32 1.36
O 1.65 -1.71 -1.50
N 2.51 -1.60 -0.42
C 2.31 -2.49 0.46
C 1.28 -3.56 0.53
C 1.70 -4.77 1.07
C 0.84 -5.85 1.18
C -0.47 -5.72 0.73
C -0.90 -4.51 0.22
C -0.05 -3.41 0.12
P -0.71 -1.77 -0.39
C -1.30 -2.05 -2.09
C -1.91 -0.97 -2.73
C -2.33 -1.06 -4.04
C -2.11 -2.22 -4.76
C -1.46 -3.29 -4.16
C -1.05 -3.20 -2.83
C -2.29 -1.83 0.58
C -3.56 -1.59 0.05
C -4.67 -1.49 0.88
C -4.53 -1.63 2.25
C -3.27 -1.87 2.79
C -2.17 -1.97 1.96
H 1.56 -0.78 -1.82
H 3.04 -2.48 1.26
H 2.72 -4.87 1.42
H 1.18 -6.78 1.61
H -1.16 -6.55 0.80
H -1.93 -4.40 -0.10
H -2.05 -0.04 -2.19
H -2.79 -0.20 -4.52
H -2.41 -2.29 -5.80
H -1.26 -4.19 -4.72
H -0.53 -4.03 -2.38
H -3.69 -1.49 -1.02
H -5.64 -1.31 0.45
H -5.40 -1.55 2.90
H -3.15 -1.98 3.86
H -1.19 -2.14 2.40
N -1.12 1.69 0.13
C -1.49 1.55 1.46
C -2.65 2.01 2.00
C -2.93 1.84 3.37
C -2.05 1.21 4.20
C -0.81 0.76 3.68
C 0.19 0.15 4.47
C 1.37 -0.22 3.89
C 1.57 0.02 2.52
N 0.66 0.56 1.75
C -0.53 0.92 2.31
H -1.78 2.15 -0.48
H -0.77 0.82 -0.28
H -3.37 2.52 1.36
H -3.87 2.20 3.76
H -2.27 1.07 5.25
H 0.02 0.01 5.53
H 2.18 -0.64 4.48
H 2.52 -0.19 2.05
```

Computed properties:
HOMO level (Eh): -0.154
Total charge: -1
LUMO energy (eV): 2.06

=====

Energy relative to the best compared isomer or geometry (same formula, charge and spin), respectively: 0.0 18.8 kcal/mol.